Formula: C45H90O18
Source: the OMol25 dataset
Level of theory: ωB97M-V/def2-TZVPD

Properties
Kohn-Sham gap = 0.33950 Eh
calculated total energy = -3122.75233 hartree
structure (SMILES) = COC(=O)OC.COC(=O)OC.COC(=O)OC.C1CCOC1.C1CCOC1.C1CCOC1.C1CCOC1.C1CCOC1.C1CCOC1.C1CCOC1.C1CCOC1.C1CCOC1
HOMO energy = -8.78 eV
relative energy (zero: lowest compared OMol25 entry of this formula, charge and spin) = 0.000 eV

```
153
Properties=species:S:1:pos:R:3:forces:R:3:lowdin_charge:R:1
C 2.55758 3.32311 1.82958 1.12 0.30 0.12 -0.168
C 1.30130 4.12503 2.00683 -2.25 -0.54 -0.60 -0.152
C 0.37772 3.05423 2.63128 1.59 -0.25 0.84 -0.172
O 1.26187 2.39750 3.56671 -0.29 -0.10 0.36 -0.158
C 2.62298 2.51765 3.12073 -0.87 0.15 0.15 -0.185
H 3.47542 3.91323 1.77178 -0.14 0.10 -0.33 0.116
H 2.49530 2.70691 0.93098 -0.02 -0.08 0.06 0.104
H 0.78661 4.42223 1.09067 0.58 0.24 -0.22 0.080
H 1.31446 4.99864 2.65632 0.48 -0.10 0.17 0.121
H 0.06179 2.25085 1.95970 -0.35 0.48 -0.50 0.112
H -0.46056 3.46802 3.18644 -0.04 -0.04 -0.07 0.098
H 3.05059 1.52015 3.02315 0.11 0.02 -0.06 0.115
H 3.15327 3.09222 3.88422 0.19 -0.18 0.02 0.117
C 4.79752 -3.47511 -5.27893 0.60 -1.45 0.07 -0.179
C 4.10211 -3.52079 -3.91765 -0.79 0.46 -0.62 -0.141
C 3.42659 -2.13774 -3.99514 0.35 -1.09 1.67 -0.212
O 4.46474 -1.32097 -4.49717 -0.25 1.13 -0.60 -0.151
C 5.25660 -2.03059 -5.44271 -0.26 -1.27 -0.06 -0.188
H 4.10613 -3.81927 -6.05187 -0.15 0.36 -0.01 0.111
H 5.61841 -4.19752 -5.32811 0.11 0.22 -0.01 0.110
H 4.77019 -3.57190 -3.05935 0.18 0.04 -0.12 0.113
H 3.39318 -4.34700 -3.86935 -0.03 0.04 0.14 0.109
H 3.15708 -1.76805 -3.00311 0.20 0.20 -0.02 0.105
H 2.46570 -2.21001 -4.51692 0.35 0.35 -0.76 0.108
H 6.32240 -1.98275 -5.21451 -0.08 0.51 0.30 0.117
H 5.12535 -1.72496 -6.48381 -0.22 0.48 0.15 0.116
C -3.91981 -4.41562 0.96282 -1.19 0.13 -0.73 -0.147
C -4.49461 -5.77503 1.38056 1.52 -1.20 0.33 -0.147
C -3.70872 -6.05023 2.66034 0.05 0.08 0.71 -0.202
O -3.57227 -4.76039 3.26383 -0.19 0.09 -0.16 -0.129
C -3.16051 -3.93290 2.17316 0.27 0.52 0.78 -0.217
H -4.79383 -3.78615 0.77404 0.27 0.34 -0.02 0.108
H -3.33570 -4.41730 0.04308 0.11 -0.29 0.10 0.100
H -4.25764 -6.58790 0.69007 -0.36 0.19 -0.27 0.111
H -5.54581 -5.79288 1.65385 -0.11 0.30 -0.35 0.109
H -2.69692 -6.45989 2.54089 -0.05 -0.01 -0.58 0.123
H -4.21380 -6.74543 3.33338 -0.14 0.33 0.19 0.119
H -2.06449 -3.96313 2.13037 -0.19 -0.41 -0.72 0.085
H -3.36409 -2.88038 2.38857 -0.31 -0.27 0.24 0.097
C -0.40091 4.88870 -1.65430 -0.56 0.64 -0.29 -0.166
C -0.88625 3.77471 -0.79809 0.41 -1.49 1.47 -0.216
C -2.07592 3.21487 -1.54049 1.20 0.76 -1.11 -0.159
O -2.60536 4.38908 -2.22303 -0.89 0.09 0.27 -0.142
C -1.76886 5.51649 -2.01517 1.88 -0.44 -0.44 -0.207
H 0.07085 4.48869 -2.55617 0.02 0.08 0.00 0.109
H 0.29235 5.56421 -1.15257 -0.05 0.07 -0.03 0.114
H -1.18923 4.10764 0.20063 0.04 0.14 -0.07 0.107
H -0.11991 3.00162 -0.66697 -0.17 0.00 0.14 0.104
H -2.80969 2.66824 -0.95996 -0.16 0.32 0.11 0.097
H -1.63756 2.56222 -2.30610 -0.50 -0.19 -0.10 0.112
H -2.04389 6.19938 -1.20610 -0.59 -0.14 0.02 0.110
H -1.62503 6.07699 -2.93932 -0.64 0.06 -0.08 0.117
C -7.06714 1.27823 4.50543 0.16 0.61 0.06 -0.169
C -7.32487 0.44646 5.75060 -0.33 -0.42 0.03 -0.169
C -6.05688 -0.41002 5.88795 -0.75 0.56 -1.04 -0.163
O -5.42589 -0.39439 4.58469 0.14 0.16 0.08 -0.160
C -6.21703 0.33643 3.66362 -1.22 0.12 0.13 -0.210
H -6.48764 2.19112 4.66839 -0.17 0.02 0.36 0.107
H -8.01681 1.54870 4.04322 0.17 0.09 -0.22 0.113
H -8.19028 -0.19346 5.55294 0.11 -0.12 -0.10 0.110
H -7.60353 0.97364 6.66257 0.34 0.29 -0.06 0.111
H -6.35576 -1.43700 6.07850 0.50 -0.10 0.59 0.118
H -5.39537 0.07051 6.60464 0.30 -0.55 0.18 0.118
H -6.93817 -0.29567 3.12737 0.42 -0.41 -0.13 0.121
H -5.61828 0.87807 2.93170 0.33 -0.20 0.09 0.109
C 3.34775 4.07373 -3.31230 0.21 -0.18 0.17 -0.140
C 4.39113 4.91868 -2.59041 0.33 0.52 0.06 -0.169
C 5.31026 3.86878 -2.00841 0.26 -0.19 -0.40 -0.219
O 4.39303 2.91546 -1.50547 -0.16 -0.16 0.96 -0.160
C 3.36375 2.76201 -2.47344 0.08 0.30 -0.94 -0.193
H 3.63027 3.87052 -4.34511 -0.05 0.09 -0.02 0.108
H 2.39108 4.59118 -3.28607 -0.14 -0.26 -0.17 0.092
H 3.91413 5.44502 -1.75973 0.04 0.01 0.03 0.113
H 4.88871 5.67469 -3.20004 0.00 -0.16 -0.14 0.114
H 6.01569 4.20108 -1.24631 -0.43 0.03 0.36 0.122
H 5.95035 3.39783 -2.77181 -0.19 0.07 -0.23 0.123
H 2.36564 2.60485 -2.06398 0.28 -0.10 0.61 0.100
H 3.62476 1.88340 -3.07048 -0.22 0.10 -0.22 0.107
C -1.01712 -1.48483 4.13256 -0.03 0.53 0.17 -0.142
C -2.47423 -1.25130 4.49550 -0.64 -0.15 -0.19 -0.186
C -2.78666 -2.29734 5.57784 0.47 0.02 -0.96 -0.175
O -1.72762 -3.26039 5.50150 -0.20 -0.09 0.19 -0.126
C -0.87027 -2.97076 4.40765 0.44 -0.23 0.24 -0.200
H -0.40979 -0.85580 4.78828 0.35 -0.32 -0.03 0.122
H -0.78492 -1.23059 3.09753 0.04 -0.03 0.23 0.071
H -3.08289 -1.46357 3.61213 -0.13 0.10 0.26 0.070
H -2.79627 -0.27191 4.84740 0.45 0.18 -0.13 0.092
H -3.75118 -2.72859 5.30767 -0.02 -0.37 0.46 0.108
H -2.78694 -1.88124 6.58387 -0.13 0.00 0.08 0.116
H -1.11214 -3.59764 3.53982 -0.16 0.29 0.21 0.083
H 0.14401 -3.27184 4.68113 0.01 0.17 0.20 0.121
C 1.51998 -0.07713 -6.46170 -1.41 0.66 0.20 -0.146
C 0.07777 0.14254 -5.96477 0.17 -0.88 0.65 -0.158
C 0.29562 0.42078 -4.48107 -0.42 0.55 0.05 -0.200
O 1.52223 1.15766 -4.37765 -0.81 -0.44 -0.24 -0.149
C 2.20496 0.97850 -5.60767 1.95 -0.10 -0.26 -0.221
H 1.59000 0.12824 -7.52857 0.25 -0.08 0.02 0.112
H 1.82541 -1.09941 -6.24965 0.25 0.09 0.03 0.092
H -0.55457 -0.74558 -6.01968 -0.11 0.14 -0.49 0.114
H -0.39154 1.00505 -6.43537 -0.03 -0.09 -0.11 0.116
H 0.36902 -0.48384 -3.86806 -0.01 -0.10 -0.15 0.113
H -0.54825 1.01436 -4.11692 0.26 0.07 0.34 0.112
H 3.21947 0.63260 -5.37814 0.02 0.30 0.02 0.104
H 2.27851 1.94168 -6.12587 -0.14 -0.07 -0.04 0.122
C 6.12363 -0.09196 -1.22321 0.85 -0.19 -0.25 -0.160
C 5.17455 -0.32402 -0.05701 0.46 -0.74 -0.50 -0.161
C 6.16843 -0.54886 1.08396 -0.07 1.19 0.01 -0.201
O 7.26125 -1.26315 0.51371 -0.06 -0.19 0.34 -0.129
C 7.41156 -0.86473 -0.83885 -1.00 0.09 -0.64 -0.198
H 6.35339 0.96861 -1.32190 -0.20 0.03 -0.15 0.098
H 5.79722 -0.51174 -2.17444 -0.41 0.43 -0.05 0.097
H 4.65243 -1.27110 -0.22010 -0.27 0.11 0.05 0.114
H 4.47151 0.50269 -0.00677 0.02 0.01 0.53 0.088
H 5.73987 -1.03862 1.95624 0.22 -0.53 -0.17 0.118
H 6.54090 0.41715 1.44997 -0.03 0.12 -0.03 0.119
H 7.45701 -1.74973 -1.47789 0.30 -0.20 0.27 0.109
H 8.28826 -0.25034 -1.05701 0.21 -0.07 0.51 0.113
C 0.11361 -3.98005 0.12215 -0.62 -0.21 -0.15 -0.025
O 0.60778 -4.60694 -1.06596 1.37 0.34 0.05 0.004
C -0.13440 -5.54879 -1.61594 -0.46 -0.24 0.57 -0.638
O -1.19011 -5.94220 -1.19756 -0.38 -0.13 0.10 0.118
O 0.49717 -6.00082 -2.68193 0.90 0.21 -0.60 0.003
C 0.05740 -7.19422 -3.31272 0.11 -0.54 0.30 -0.031
H 0.87366 -3.41765 0.65713 0.39 0.06 -0.68 0.091
H -0.22415 -4.74102 0.82598 -0.49 0.09 -0.21 0.093
H -0.65897 -3.31232 -0.25828 -0.30 0.04 0.81 0.100
H -0.65682 -7.71202 -2.67527 -0.33 0.18 -0.28 0.093
H 0.91653 -7.85846 -3.41162 0.15 0.20 -0.01 0.093
H -0.30385 -6.96706 -4.31131 -0.33 0.03 0.10 0.094
C 1.68562 -0.07321 -1.01252 0.61 0.12 0.43 -0.035
O 0.37631 0.43702 -0.77842 0.10 -0.23 0.20 -0.007
C -0.25578 -0.10923 0.27234 -0.43 0.68 -0.80 -0.612
O 0.17809 -0.87732 1.07910 0.51 -0.29 0.15 0.130
O -1.49305 0.36770 0.22893 -0.33 0.39 -0.02 0.019
C -2.30562 0.08276 1.34766 -1.02 -0.59 0.73 -0.054
H 2.32153 0.07299 -0.13725 -0.23 -0.22 0.15 0.082
H 2.14445 0.52686 -1.79248 -0.36 -0.25 -0.35 0.068
H 1.62986 -1.13574 -1.24917 0.13 0.05 -0.13 0.095
H -1.97552 0.57672 2.26054 0.37 -0.04 -0.14 0.084
H -2.40764 -0.98938 1.52711 0.43 -0.02 -0.07 0.082
H -3.31721 0.43653 1.17144 0.19 0.26 -0.47 0.090
C -4.82296 4.75951 0.28855 0.37 0.15 -1.36 -0.038
O -4.71619 4.61273 1.68533 0.05 0.26 0.51 0.023
C -3.93043 3.63506 2.13692 -1.80 -0.55 -0.72 -0.610
O -3.35529 2.83257 1.45811 1.02 0.04 -0.37 0.119
O -4.11858 3.54384 3.43171 0.39 0.54 1.02 0.021
C -3.26158 2.65222 4.13415 0.52 -0.32 0.32 -0.022
H -5.71276 5.33805 0.05249 -0.03 0.04 0.39 0.099
H -4.88214 3.81915 -0.26352 -0.01 -0.14 0.40 0.097
H -3.95733 5.28631 -0.12041 -0.03 -0.01 0.14 0.083
H -3.31398 1.63273 3.75476 -0.37 0.02 0.07 0.068
H -3.55582 2.72216 5.17629 -0.19 -0.20 -0.02 0.104
H -2.21008 2.93909 4.08411 -0.13 0.27 -0.20 0.081
```
Forces are in eV/Å.